1.
{"formula": "C7H15Cl2GaN", "method": "ωB97M-V/def2-TZVPD", "gap_ev": 4.845, "total_charge": -1, "e_above_lowest_kcal_mol": 21.9, "homo_ev": -1.644, "spin_multiplicity": 1, "elements": ["Ga", "Cl", "Cl", "C", "H", "H", "C", "C", "H", "C", "H", "C", "H", "H", "C", "H", "H", "C", "H", "H", "H", "H", "N", "H", "H", "H"], "xyz": [[1.22712, -0.41675, 1.88719], [1.21668, -2.62423, 1.92041], [2.36767, 0.60209, 3.51064], [2.10151, 0.14193, 0.34330], [2.67188, 1.03162, 0.60467], [2.69096, -0.66675, -0.08046], [-0.31341, 0.88310, 0.10825], [0.86998, 0.49991, -0.58255], [-0.21689, 1.56453, 0.95852], [0.63325, -0.62511, -1.63459], [1.18955, 1.37084, -1.18433], [-0.51796, -0.25830, -2.55837], [1.55210, -0.74453, -2.21160], [0.43383, -1.58787, -1.14000], [-1.80879, -0.00281, -1.78761], [-0.24548, 0.65034, -3.10448], [-0.66111, -1.04067, -3.30884], [-1.61792, 0.94523, -0.57334], [-2.57236, 0.40423, -2.46158], [-2.17191, -0.96174, -1.38953], [-1.80374, 1.97318, -0.97114], [-2.43459, 0.74901, 0.15163], [-0.46646, -0.43585, 3.16571], [-0.98257, 0.42883, 3.36734], [0.00059, -0.70556, 4.03601], [-1.14194, -1.17466, 2.93475]]}

=====

2.
{"formula": "C7H15ClN3", "method": "ωB97M-V/def2-TZVPD", "smiles": "CC(C)(C)[C@@H]1[NH2+]N=C(N)[C@H]1Cl", "gap_ev": 11.071, "total_charge": 1, "e_above_lowest_kcal_mol": 27.1, "homo_ev": -14.042, "spin_multiplicity": 1, "elements": ["C", "C", "C", "C", "C", "N", "N", "C", "N", "C", "Cl", "H", "H", "H", "H", "H", "H", "H", "H", "H", "H", "H", "H", "H", "H", "H"], "xyz": [[1.55442, -1.60947, -0.96582], [0.96941, -0.16503, -0.58906], [2.26250, 0.63520, -0.46621], [-0.02231, 0.39063, -1.58320], [0.26052, -0.37842, 0.81745], [-0.92902, -1.30660, 0.64307], [-2.12804, -0.58288, 0.45804], [-1.91671, 0.62808, 0.85223], [-2.91281, 1.54273, 0.85740], [-0.53182, 0.99927, 1.40237], [-0.58015, 0.82657, 3.20255], [2.01058, -1.60466, -1.92950], [0.65634, -2.29754, -1.00487], [2.28369, -2.05482, -0.29101], [2.73157, 0.38836, 0.55731], [2.97498, 0.40845, -1.26046], [1.94335, 1.64722, -0.35972], [-0.32842, 1.40360, -1.48411], [-0.90731, -0.18053, -1.66743], [0.33079, 0.40796, -2.55097], [1.00540, -0.90752, 1.38416], [-0.82990, -1.78664, -0.20232], [-1.12001, -1.84471, 1.58657], [-2.90194, 2.38199, 1.21894], [-3.76247, 1.21376, 0.47632], [-0.11263, 1.84499, 0.89828]]}

=====

3.
{"formula": "C7H15F2N7O3RhSe", "method": "ωB97M-V/def2-TZVPD", "gap_ev": [7.625, 6.105], "total_charge": 1, "e_above_lowest_kcal_mol": 0.5, "homo_ev": [-10.302, -12.205], "spin_multiplicity": 5, "elements": ["Rh", "N", "N", "C", "N", "N", "N", "O", "O", "H", "H", "H", "H", "H", "Se", "C", "N", "F", "C", "F", "H", "C", "N", "C", "C", "C", "O", "H", "H", "H", "H", "H", "H", "H", "H", "H"], "xyz": [[0.99522, -0.11127, 0.59601], [0.38941, -2.43884, 0.78393], [1.12796, -3.20457, -0.11549], [1.92041, -2.62722, -1.04503], [2.62942, -3.44955, -1.80779], [1.89987, -1.28869, -1.09077], [2.59921, -0.63109, -2.09225], [2.52849, 0.57351, -2.03792], [3.20624, -1.24738, -2.95310], [0.67617, -2.62932, 1.73940], [-0.60410, -2.58447, 0.64976], [1.19951, -4.19885, 0.03533], [2.56669, -4.44559, -1.69052], [3.17734, -3.04811, -2.55446], [3.35351, 4.27211, -0.19664], [2.17736, 2.94314, 0.04012], [1.41235, 2.08818, 0.18963], [3.36277, -0.32588, 2.09843], [2.03218, -0.40280, 2.44890], [1.86674, -1.66286, 3.01996], [1.86598, 0.31143, 3.26039], [-3.75098, 2.52933, -0.25864], [-2.91227, 1.56578, 0.44583], [-3.31428, 1.20003, 1.80139], [-1.82439, 1.01661, -0.08151], [-1.38140, 1.42851, -1.45755], [-1.19489, 0.14262, 0.56342], [-4.78557, 2.36987, 0.03722], [-3.68584, 2.39377, -1.33326], [-3.46786, 3.55259, -0.00649], [-3.91583, 2.00685, 2.21223], [-2.43563, 1.04956, 2.42124], [-3.90219, 0.28127, 1.79654], [-1.30784, 2.51135, -1.54965], [-2.09434, 1.07158, -2.20266], [-0.40942, 0.98840, -1.66602]]}

=====

4.
{"formula": "C7H15IN2P", "method": "ωB97M-V/def2-TZVPD", "gap_ev": 10.234, "total_charge": 1, "e_above_lowest_kcal_mol": 0.0, "homo_ev": -12.968, "spin_multiplicity": 1, "elements": ["C", "C", "C", "C", "C", "C", "C", "N", "N", "P", "I", "H", "H", "H", "H", "H", "H", "H", "H", "H", "H", "H", "H", "H", "H", "H"], "xyz": [[-1.94367, 1.26918, 1.83059], [-2.53582, 0.39099, 1.04006], [-0.43171, 1.44589, 1.91255], [-1.75865, -0.38988, 0.03203], [0.18222, 1.00120, 0.62187], [-0.19775, -0.41805, 0.35274], [2.32701, 0.71576, -2.04619], [1.60333, 1.01472, 0.66053], [0.75979, -0.90603, -0.66224], [2.36570, -0.07347, -0.37714], [0.32175, -4.56224, 0.21092], [-2.40228, 1.83402, 2.58231], [-3.59456, 0.20148, 0.90352], [-0.41759, 2.49822, 2.03844], [-0.08206, 0.99316, 2.75588], [-2.08809, -1.40078, -0.20864], [-1.73396, 0.26882, -0.76754], [-0.23159, 1.62603, -0.16745], [0.22543, -0.87670, 1.32696], [2.15380, 0.24314, -3.03244], [3.16076, 1.27825, -2.05886], [1.55766, 1.52985, -1.95492], [2.02748, 1.63040, 1.38759], [0.73431, -1.97153, -0.62580], [0.96155, -5.73814, -0.43685], [0.39504, -0.66083, -1.61858]]}

=====

5.
{"formula": "C7H15N", "method": "ωB97M-V/def2-TZVPD", "smiles": "C=CCCCN(C)C", "gap_ev": 10.108, "total_charge": 0, "e_above_lowest_kcal_mol": 40.7, "homo_ev": -8.981, "spin_multiplicity": 1, "elements": ["C", "C", "C", "C", "C", "N", "C", "C", "H", "H", "H", "H", "H", "H", "H", "H", "H", "H", "H", "H", "H", "H", "H"], "xyz": [[2.16584, 0.64219, 2.38666], [1.66453, 0.96547, 1.20466], [0.32677, 1.59233, 0.94218], [-0.87726, 0.63776, 0.74544], [-0.54274, -0.70869, 0.12467], [-0.33076, -0.67889, -1.33469], [-0.41426, -2.08067, -1.77534], [-1.49413, -0.02790, -1.95199], [3.06877, 0.04885, 2.45868], [1.68653, 0.88660, 3.32993], [2.19245, 0.63767, 0.31113], [0.14130, 2.13417, 1.88042], [0.34698, 2.41326, 0.22322], [-1.66471, 1.20709, 0.26860], [-1.22002, 0.42153, 1.76089], [0.37383, -1.02256, 0.61127], [-1.34028, -1.42120, 0.37339], [-1.12016, -2.73335, -1.23256], [-0.49225, -2.20075, -2.84789], [0.49283, -2.58939, -1.41617], [-1.38034, 1.05476, -1.92564], [-1.50547, -0.29756, -3.00376], [-2.43279, -0.38392, -1.51294]]}

=====

6.
{"formula": "C7H15N", "method": "ωB97M-V/def2-TZVPD", "smiles": "C/C=C(/C)[C@@H](C)NC", "gap_ev": [7.478, 7.477], "total_charge": 0, "e_above_lowest_kcal_mol": 82.0, "homo_ev": [-6.546, -6.546], "spin_multiplicity": 1, "elements": ["C", "C", "C", "C", "C", "C", "N", "C", "H", "H", "H", "H", "H", "H", "H", "H", "H", "H", "H", "H", "H", "H", "H"], "xyz": [[-0.73378, -2.16939, 0.43910], [0.09431, -1.22904, -0.40187], [-0.35782, -0.05794, -1.04585], [0.24677, 0.38866, -2.34718], [-0.33097, 0.94121, 0.08489], [-1.68099, 1.32576, 0.68296], [0.48794, 0.10436, 1.06767], [1.91218, 0.42941, 1.09347], [-1.31538, -2.81613, -0.22282], [-0.09675, -2.81600, 1.05266], [-1.40953, -1.60656, 1.08346], [0.89158, -1.78672, -0.91308], [0.56476, -0.47987, -2.93171], [-0.46489, 0.95471, -2.95670], [1.12547, 1.04856, -2.22381], [0.21628, 1.86174, -0.18477], [-1.57652, 2.02445, 1.51869], [-2.28192, 1.79756, -0.09340], [-2.23065, 0.44661, 1.01800], [0.10242, 0.12611, 2.01325], [2.41708, -0.20338, 1.82379], [2.32151, 0.23407, 0.10219], [2.09889, 1.48181, 1.34108]]}

=====

7.
{"formula": "C7H15N", "method": "ωB97M-V/def2-TZVPD", "gap_ev": 9.418, "total_charge": 0, "e_above_lowest_kcal_mol": 168.1, "homo_ev": -8.849, "spin_multiplicity": 1, "elements": ["C", "C", "C", "C", "C", "C", "C", "H", "H", "H", "H", "H", "H", "H", "H", "H", "H", "H", "H", "H", "H", "H", "N"], "xyz": [[-1.09645, -1.40832, -1.21892], [-1.18594, -0.55830, 0.07996], [-0.87514, -0.88403, 1.61609], [-0.43658, 0.80343, -0.10702], [-1.30595, 1.99403, 0.02739], [0.90499, 1.04258, -0.37536], [1.87810, -0.01830, -0.53940], [-1.68284, -2.40446, -1.41580], [-0.02199, -1.55246, -1.67698], [-1.48081, -0.72647, -1.97720], [-2.22354, -0.06614, -0.11198], [0.43117, -0.94695, 1.58743], [-1.36027, 0.10692, 2.32821], [-1.03321, -1.97415, 2.06031], [-0.72879, 2.66731, -0.55311], [-1.31750, 2.09580, 1.13691], [-2.50538, 1.85364, -0.32248], [1.36880, 1.97530, -0.81763], [1.35997, -1.10742, -0.26085], [2.08516, -0.02646, -1.60022], [2.59601, 0.50639, 1.21922], [3.42150, -1.36370, 0.56312], [3.20869, -0.00826, 0.35832]]}

=====

8.
{"formula": "C7H15N2", "method": "ωB97M-V/def2-TZVPD", "smiles": "[H]/N=C(\\C)C[C@@H]1CC[NH2+]C1", "gap_ev": 9.675, "total_charge": 1, "e_above_lowest_kcal_mol": 105.1, "homo_ev": -13.135, "spin_multiplicity": 1, "elements": ["H", "N", "C", "C", "C", "C", "C", "C", "N", "C", "H", "H", "H", "H", "H", "H", "H", "H", "H", "H", "H", "H", "H", "H"], "xyz": [[-1.99806, 1.71541, -2.67352], [-2.24107, 1.31590, -1.73730], [-1.14641, 1.38480, -0.87387], [0.22754, 2.05013, -1.55713], [-1.19485, 0.85796, 0.69081], [-0.88046, -0.73881, 0.88146], [0.31370, -0.82020, 2.02369], [1.63081, -0.73244, 0.99973], [1.27810, -1.35124, -0.36166], [-0.23274, -1.61149, -0.34726], [0.23816, 1.76230, -2.70334], [0.27279, 3.21488, -1.45164], [1.16501, 1.53112, -1.04782], [-2.31808, 1.02764, 1.05547], [-0.49024, 1.56695, 1.32369], [-1.79238, -1.29378, 1.38847], [0.23765, -1.88287, 2.55457], [0.16905, 0.06524, 2.79108], [2.40116, -1.50240, 1.48447], [2.17314, 0.30844, 0.89921], [1.38741, -0.63699, -1.12963], [1.91680, -2.17633, -0.46989], [-0.57230, -1.29145, -1.42102], [-0.54472, -2.76277, -0.31857]]}

=====

9.
{"formula": "C7H15N2", "method": "ωB97M-V/def2-TZVPD", "smiles": "C/N=[N+](\\C)CC1(C)CC1", "gap_ev": 9.166, "total_charge": 1, "e_above_lowest_kcal_mol": 98.0, "homo_ev": -13.785, "spin_multiplicity": 1, "elements": ["C", "N", "N", "C", "C", "C", "C", "C", "C", "H", "H", "H", "H", "H", "H", "H", "H", "H", "H", "H", "H", "H", "H", "H"], "xyz": [[-0.32077, 1.95158, -2.16258], [-0.50695, 1.22194, -0.94083], [0.13212, 1.21226, 0.05642], [1.39623, 1.94545, 0.37396], [-0.33006, 0.33642, 1.12832], [-0.28609, -1.16055, 0.66458], [1.15624, -1.61745, 0.18293], [-1.35473, -1.88723, -0.11272], [-1.22559, -2.15251, 1.39586], [-1.34679, 2.37641, -2.23380], [-0.18852, 1.13706, -2.87487], [0.48520, 2.79884, -2.12505], [2.09773, 1.91406, -0.49008], [1.05136, 2.98229, 0.28595], [2.00349, 1.52226, 1.14477], [-1.32884, 0.60409, 1.07745], [0.12793, 0.59583, 2.04107], [1.22925, -2.69497, 0.19984], [1.92151, -1.25036, 0.94408], [1.32198, -1.39362, -0.82501], [-1.04307, -2.48877, -1.00108], [-2.12038, -1.16361, -0.47067], [-2.05784, -1.73380, 1.98556], [-0.81338, -3.05563, 1.75589]]}

=====

10.
{"formula": "C7H15N2O3", "method": "ωB97M-V/def2-TZVPD", "gap_ev": [6.748, 6.746], "total_charge": 1, "e_above_lowest_kcal_mol": 149.5, "homo_ev": [-12.916, -12.915], "spin_multiplicity": 1, "elements": ["C", "C", "C", "C", "C", "C", "C", "N", "N", "O", "O", "O", "H", "H", "H", "H", "H", "H", "H", "H", "H", "H", "H", "H", "H", "H", "H"], "xyz": [[-0.75914, 0.94417, 1.33584], [0.17294, -2.31603, 1.43685], [-1.24659, -1.55339, 0.99953], [1.40455, -1.64525, 0.90146], [1.89250, -1.83825, -0.46932], [-0.88088, 1.20783, -2.10028], [0.26359, 3.39890, 0.17665], [-1.32896, -0.28230, 1.60960], [-0.15629, 1.08764, 0.11522], [-0.69574, 1.78711, 2.20927], [-0.39521, 0.42668, -1.03368], [0.73104, 2.13873, -0.08572], [0.11637, -2.52198, 2.43543], [0.09330, -3.30563, 0.84310], [-1.00096, -1.46688, -0.10391], [-1.97017, -2.24865, 1.37245], [1.96495, -0.93092, 1.50886], [1.18704, -1.08461, -1.04686], [1.59661, -2.73017, -0.96173], [2.93570, -1.66438, -0.81879], [-1.75293, 1.66052, -1.65034], [-0.82316, 0.39948, -2.84160], [-0.17598, 2.04508, -2.45374], [0.16140, 3.95159, -0.76408], [0.79124, 3.90394, 0.92448], [-0.79717, 3.37574, 0.60516], [-1.59137, -0.33563, 2.56435]]}

=====

11.
{"formula": "C7H15N3", "method": "ωB97M-V/def2-TZVPD", "smiles": "C=C1N(C)C(=C)[N@@H+](C)[N@@H+]1C", "gap_ev": 9.390, "total_charge": 2, "e_above_lowest_kcal_mol": 165.6, "homo_ev": -16.681, "spin_multiplicity": 1, "elements": ["C", "C", "N", "C", "C", "C", "N", "C", "N", "C", "H", "H", "H", "H", "H", "H", "H", "H", "H", "H", "H", "H", "H", "H", "H"], "xyz": [[-2.42247, 0.46532, 0.77143], [-1.16086, 0.26451, 0.35649], [-0.09908, 1.15194, 0.05827], [-0.11353, 2.59961, -0.15371], [1.10352, 0.53000, -0.27388], [2.35411, 0.92677, -0.49972], [0.79078, -0.92827, 0.02931], [1.26948, -1.35798, 1.31594], [-0.64253, -1.08602, -0.14611], [-1.15989, -1.49576, -1.38476], [-2.97141, -0.52721, 0.75616], [-3.08318, 1.22933, 1.16086], [-1.06099, 2.99189, 0.19132], [0.84769, 3.02946, 0.23120], [0.09781, 2.68466, -1.21036], [3.31068, 0.38822, -0.47984], [2.32343, 2.03999, -0.77258], [1.23215, -1.53607, -0.62376], [0.78654, -1.08352, 2.21896], [1.16680, -2.43511, 1.25323], [2.30081, -1.11714, 1.54482], [-1.18220, -1.63016, 0.61050], [-0.76454, -0.88529, -2.16949], [-1.01800, -2.57526, -1.58314], [-2.15419, -1.15177, -1.56321]]}

=====

12.
{"formula": "C7H15N3O5", "method": "ωB97M-V/def2-TZVPD", "gap_ev": 5.770, "total_charge": 0, "e_above_lowest_kcal_mol": 248.8, "homo_ev": -6.827, "spin_multiplicity": 1, "elements": ["C", "C", "O", "O", "C", "N", "C", "C", "N", "C", "C", "H", "H", "H", "H", "H", "H", "H", "H", "H", "H", "H", "H", "H", "H", "H", "N", "O", "O", "O"], "xyz": [[2.10861, -1.38824, 1.00246], [1.28402, 0.05829, 1.10127], [0.87569, 0.41164, 2.32113], [1.04477, 0.77259, -0.15850], [-0.06399, 1.73200, -0.07004], [-1.44272, 1.10887, -0.37745], [-1.40038, 0.09932, -1.50355], [-1.29407, -1.46688, -1.03815], [-2.32079, -1.86142, -0.00009], [-2.05920, -0.95885, 1.18513], [-2.14814, 0.64604, 0.87739], [1.34886, -2.25150, 0.74654], [2.78178, -1.59532, 1.93725], [2.82613, -1.27037, 0.06257], [-0.07397, 2.38707, 0.91142], [0.10495, 2.51169, -0.95885], [-2.01395, 1.92860, -0.74593], [-2.38093, 0.24318, -2.16112], [-0.47710, 0.31167, -2.22853], [-0.19122, -1.77791, -0.73387], [-1.53795, -2.11957, -2.00742], [-2.00346, -2.82278, 0.32920], [-1.06629, -1.32171, 1.68666], [-2.92392, -1.19520, 1.97360], [-3.28390, 0.91516, 0.75729], [-1.75720, 1.23926, 1.82718], [4.01607, 1.41613, -1.18391], [4.07404, 2.26863, -0.28237], [4.22892, 0.22047, -0.92272], [3.74537, 1.75917, -2.34661]]}

=====

Q: Which formula does entry 8 have?
A: C7H15N2